Model w:
A single C3H5NOS molecule. Source: OMol25; level of theory: the ωB97M-V functional and the def2-TZVPD basis.

The SMILES is C/C=N/OC=S. The LUMO energy comes out at 0.56 eV.

Atoms and positions in Å:
S: 0.748 3.721 1.466
O: 0.896 1.257 0.585
N: -0.103 0.396 -0.033
C: 0.144 2.354 0.926
C: -0.482 -1.855 -0.796
C: 0.399 -0.767 -0.254
H: 0.163 -2.423 -1.443
H: -1.346 -1.377 -1.277
H: 1.403 -0.966 0.052
H: -0.912 2.110 0.725
H: -0.910 -2.450 0.049

Model x:
A molecular structure, C3H5NOS. Source: OMol25; level of theory: the ωB97M-V functional and the def2-TZVPD basis.

The LUMO energy comes out at -0.27 eV.

Atoms and positions in Å:
S: 1.692 -0.001 -0.381
O: -1.431 0.727 -0.500
N: -1.633 -0.746 -0.495
C: -0.738 -1.167 0.364
C: 0.250 -0.195 0.707
C: -0.528 1.125 0.463
H: 0.542 -0.086 1.723
H: 0.237 1.822 0.025
H: 2.984 -0.634 0.628
H: -0.870 -2.071 0.645
H: -0.990 1.801 1.337

Short version: model w is the most stable of them.

Model w:
14 unconnected molecules or ions with the total composition H28O14. Source: OMol25; level of theory: the ωB97M-V functional and the def2-TZVPD basis.

The LUMO energy comes out at -0.61 eV.

Atoms and positions in Å:
O: -1.610 0.927 3.196
O: -1.755 -2.630 -1.982
O: -0.495 -0.103 -0.196
O: 1.687 -3.777 -2.595
O: -3.006 1.992 0.733
O: -0.166 2.574 -2.368
O: -1.611 0.090 -3.324
O: -0.689 -3.717 0.375
O: 2.529 3.796 3.784
O: 3.900 -2.405 -0.841
O: 1.449 -0.545 4.291
O: -3.048 -2.512 -0.688
O: 2.631 2.536 -0.214
O: -0.326 4.137 0.403
H: -0.146 -0.998 -0.257
H: -2.999 2.335 -0.142
H: 1.932 -4.354 -3.276
H: -1.234 -3.449 -1.815
H: 1.953 3.299 3.101
H: -3.522 -3.186 -1.205
H: 0.756 -3.432 -2.624
H: 0.626 3.976 0.169
H: 0.784 2.615 -2.418
H: -2.080 1.646 2.830
H: -1.167 -1.805 -1.975
H: 3.467 -1.616 -1.176
H: -0.862 0.021 -2.797
H: 1.931 -1.212 3.734
H: -3.752 -2.077 -0.200
H: 3.278 -2.874 -0.314
H: 1.478 0.216 3.707
H: 3.371 3.358 4.006
H: -3.895 2.297 0.986
H: -1.080 -4.644 0.422
H: -1.517 0.410 2.373
H: -0.725 4.527 -0.368
H: 2.919 2.472 0.771
H: 3.457 2.809 -0.591
H: 0.131 0.365 0.386
H: -0.380 2.394 -1.502
H: 0.235 -3.723 0.372
H: -2.450 0.264 -2.770

Model x:
14 unconnected molecules or ions with the total composition H28O14. Source: OMol25; level of theory: the ωB97M-V functional and the def2-TZVPD basis.

The LUMO energy comes out at -0.31 eV.

Atoms and positions in Å:
O: 1.323 0.827 -2.724
O: 0.239 -0.211 -0.399
O: -1.080 2.261 0.436
O: 0.191 -2.529 -1.902
O: -0.404 -3.365 0.600
O: -2.168 -1.526 -2.584
O: 2.461 -1.961 0.951
O: -2.250 1.365 -2.172
O: 4.394 0.469 -0.072
O: 1.282 2.262 2.661
O: 0.116 -1.608 2.716
O: -1.540 1.000 3.011
O: 0.528 3.468 -1.398
O: -2.463 -0.982 0.635
H: 2.060 0.213 -2.741
H: 1.845 -2.206 1.668
H: 0.213 3.081 -0.533
H: -0.291 -2.425 2.819
H: 3.340 -1.546 1.232
H: 4.740 0.422 0.779
H: -2.396 1.931 -2.865
H: 3.726 1.126 -0.166
H: 0.199 -1.763 -1.460
H: 0.843 -2.777 -2.547
H: -2.758 -2.058 -2.292
H: -1.494 3.203 0.822
H: -0.447 -0.843 2.615
H: 1.043 -0.089 0.202
H: -0.414 0.347 -0.090
H: -2.860 -0.619 1.367
H: 2.052 2.582 2.109
H: -2.169 0.417 -2.551
H: 0.508 2.214 2.028
H: -2.305 1.510 3.330
H: -1.618 1.907 -0.420
H: -1.256 1.527 2.126
H: 0.864 0.576 -1.897
H: -0.212 -3.007 -0.227
H: -2.770 -1.818 0.266
H: -0.362 -2.452 0.935
H: 0.540 3.030 -2.147
H: -1.253 -1.953 -2.120

Short version: model x is the most stable of them.

Model w:
A gas-phase ion, C8H15N4 (charge +1). Source: OMol25; level of theory: the ωB97M-V functional and the def2-TZVPD basis.

As for the total charge: +1. The LUMO energy comes out at -3.59 eV.

Atoms and positions in Å:
N: 1.212 2.185 0.612
N: 1.394 0.600 -1.271
N: -3.402 1.742 -0.220
N: -2.101 1.986 -0.544
C: -0.807 -2.039 -0.307
C: -1.829 -1.489 0.760
C: 0.546 -1.541 -0.071
C: -2.264 -0.131 0.309
C: -1.444 0.740 -0.360
C: -3.515 0.565 0.386
C: 0.605 -0.030 -0.186
C: 1.215 0.720 0.991
H: 1.237 -2.256 -0.581
H: -1.297 -1.460 1.658
H: 1.519 1.563 -0.968
H: 2.250 0.444 1.171
H: 0.919 -1.740 0.941
H: 1.044 0.514 -2.308
H: -1.218 -1.905 -1.351
H: -4.429 0.426 0.896
H: -1.973 2.707 -1.195
H: 0.773 0.512 1.914
H: 2.314 0.164 -1.260
H: -0.812 -3.084 -0.134
H: 0.365 2.687 0.691
H: 1.886 2.882 1.075
H: -2.609 -2.220 0.860

Model x:
A gas-phase ion, C8H15N4 (charge +1). Source: OMol25; level of theory: the ωB97M-V functional and the def2-TZVPD basis.

As for the total charge: +1. The LUMO energy (spin up / spin down) comes out at -4.42 / -3.70 eV.

Atoms and positions in Å:
N: -1.741 -1.836 0.742
N: 0.455 0.167 -2.195
N: 0.083 -1.480 -0.575
N: -2.614 1.382 2.234
C: -1.840 0.376 1.862
C: -0.360 -1.915 0.795
C: 0.453 -0.204 -0.907
C: 2.715 0.325 0.573
C: 1.305 0.600 0.029
C: -2.311 -0.684 1.039
C: 2.533 1.320 -0.586
C: -0.414 -0.152 -3.153
H: -0.345 -2.047 -1.345
H: 0.220 -1.406 1.630
H: 2.861 1.093 -1.709
H: -0.185 0.290 -4.120
H: 2.936 0.908 1.545
H: -3.368 -0.750 0.893
H: 0.815 1.370 0.647
H: -0.067 -2.947 0.855
H: -0.902 0.360 2.232
H: -3.539 1.264 1.677
H: 2.740 2.360 -0.340
H: 0.945 1.052 -2.259
H: -1.160 -0.994 -2.944
H: 3.172 -0.681 0.612
H: -2.386 2.229 2.766

Short version: model w is the most stable of them.

Model w:
A gas-phase ion, C5H12N2 (charge +1). Source: OMol25; level of theory: the ωB97M-V functional and the def2-TZVPD basis.

As for the total charge: +1. As for the spin multiplicity: 2. The LUMO energy (spin up / spin down) comes out at -3.40 / -6.68 eV.

Atoms and positions in Å:
N: -2.245 0.028 0.443
N: 2.914 -0.305 0.744
C: 1.253 0.100 -1.061
C: -1.048 0.458 0.047
C: 0.128 -0.271 -0.114
C: 2.443 -0.737 -0.546
C: -3.454 0.761 0.415
H: 2.277 -0.426 1.516
H: -4.128 0.649 1.266
H: -4.052 0.509 -0.459
H: -0.067 -1.260 0.329
H: -2.206 -0.965 0.669
H: 3.287 -0.428 -1.183
H: 3.859 -0.541 0.988
H: 0.880 -0.200 -2.029
H: 2.330 -1.823 -0.694
H: 1.480 1.145 -0.840
H: -3.253 1.823 0.291
H: -1.088 1.518 -0.204

Model x:
A gas-phase ion, C5H12N2 (charge +1). Source: OMol25; level of theory: the ωB97M-V functional and the def2-TZVPD basis.

As for the total charge: +1. As for the spin multiplicity: 2. The LUMO energy (spin up / spin down) comes out at -3.27 / -8.18 eV.

Atoms and positions in Å:
N: -0.566 1.842 -0.269
N: 0.250 -1.682 1.112
C: -0.664 2.408 0.853
C: -0.510 -0.515 -0.906
C: -1.366 0.662 -0.476
C: 1.905 -1.419 -0.649
C: 0.677 -0.848 0.084
H: 0.945 -2.274 1.558
H: -1.876 0.368 0.456
H: -1.056 -1.459 -1.000
H: -0.263 3.365 1.171
H: 1.998 -2.482 -0.431
H: 0.931 0.167 0.483
H: 2.805 -0.887 -0.344
H: -2.115 0.788 -1.260
H: 1.822 -1.284 -1.715
H: -1.519 2.149 1.507
H: -0.618 -1.450 1.588
H: -0.120 -0.411 -1.917

Short version: model w is the most stable of them.

Model w:
A single CH2N4O molecule. Source: OMol25; level of theory: the ωB97M-V functional and the def2-TZVPD basis.

The SMILES is O=c1[nH]nn[nH]1. The LUMO energy comes out at 0.36 eV.

Atoms and positions in Å:
O: -1.657 1.139 -0.173
N: 0.460 0.469 -0.758
N: 0.896 -1.154 0.559
N: 1.361 -0.443 -0.407
N: -0.243 -0.627 0.862
C: -0.679 0.476 -0.145
H: -0.730 -1.252 1.641
H: 0.744 1.575 -1.179

Model x:
A single CH2N4O molecule. Source: OMol25; level of theory: the ωB97M-V functional and the def2-TZVPD basis.

The SMILES is Nc1nnon1. The LUMO energy comes out at 0.32 eV.

Atoms and positions in Å:
O: -0.399 0.221 1.836
N: -0.639 1.207 0.015
N: 0.676 -0.564 -1.078
N: -0.032 -0.704 1.116
N: -0.759 1.511 1.267
C: -0.036 -0.054 -0.086
H: 0.864 -1.468 -1.055
H: 0.326 -0.149 -2.014

Short version: model w is the most stable of them.

Model w:
A single CH2N4O molecule. Source: OMol25; level of theory: the ωB97M-V functional and the def2-TZVPD basis.

The SMILES is On1cnnn1. The LUMO energy comes out at 0.53 eV.

Atoms and positions in Å:
O: 1.968 0.077 -0.047
N: -1.350 -0.765 0.014
N: 0.579 0.067 0.026
N: -0.107 -1.095 -0.028
N: -1.472 0.589 -0.014
C: -0.245 1.100 0.001
H: 0.045 2.121 0.089
H: 2.135 -0.911 0.285

Model x:
A single CH2N4O molecule. Source: OMol25; level of theory: the ωB97M-V functional and the def2-TZVPD basis.

The LUMO energy comes out at 0.84 eV.

Atoms and positions in Å:
O: 0.889 -1.393 2.261
N: -0.725 -0.658 0.716
N: 0.457 0.780 -0.950
N: -0.812 0.256 -0.272
N: 1.564 0.680 -0.605
C: 0.137 -0.961 1.493
H: 0.016 1.341 -1.712
H: -1.525 -0.045 -0.930

Model y:
A single CH2N4O molecule. Source: OMol25; level of theory: the ωB97M-V functional and the def2-TZVPD basis.

The LUMO energy (spin up / spin down) comes out at -0.62 / -0.62 eV.

Atoms and positions in Å:
O: -1.846 -0.094 -0.505
N: 1.583 -0.018 -0.148
N: -0.368 0.098 0.863
N: -0.681 -0.178 -1.267
N: -1.635 0.073 0.768
C: 0.317 -0.053 -0.347
H: 2.207 -0.123 -0.924
H: 0.305 0.206 1.621

Model z:
2 unconnected molecules or ions with the total composition CH2N4O. Source: OMol25; level of theory: the ωB97M-V functional and the def2-TZVPD basis.

The SMILES is N#[N+][O-].N#CN. The LUMO energy comes out at 0.49 eV.

Atoms and positions in Å:
O: -3.944 -0.032 0.362
N: -1.068 2.610 -0.262
N: -0.043 0.433 0.281
N: -2.354 -1.364 -0.505
N: -3.208 -0.774 -0.112
C: -0.601 1.598 -0.003
H: -0.721 -0.342 0.032
H: 0.942 0.439 0.517

Short version: model z is the most stable of them.

Model w:
A single CH2N4O molecule. Source: OMol25; level of theory: the ωB97M-V functional and the def2-TZVPD basis.

The SMILES is [H]/N=c1\nn[nH]o1. The LUMO energy comes out at -0.63 eV.

Atoms and positions in Å:
O: -0.123 -1.241 0.035
N: -1.417 -0.495 -0.179
N: -1.200 0.887 0.095
N: -0.005 1.165 -0.091
N: 2.064 -0.106 0.007
C: 0.755 -0.119 -0.033
H: -1.927 -0.546 0.802
H: 2.279 1.043 0.289

Model x:
A single CH2N4O molecule. Source: OMol25; level of theory: the ωB97M-V functional and the def2-TZVPD basis.

The SMILES is [H]/N=c1\nn[nH]o1. The LUMO energy comes out at 0.10 eV.

Atoms and positions in Å:
O: -0.303 1.000 -0.109
N: -0.302 0.637 1.219
N: 0.354 -1.049 0.326
N: -0.058 -0.236 -1.957
N: 0.170 -0.571 1.537
C: 0.046 -0.171 -0.779
H: 0.559 -0.965 -2.210
H: -0.467 1.355 1.973

Model y:
A single CH2N4O molecule. Source: OMol25; level of theory: the ωB97M-V functional and the def2-TZVPD basis.

The LUMO energy comes out at -0.27 eV.

Atoms and positions in Å:
O: 1.327 0.848 1.188
N: -0.643 -0.799 -1.088
N: 0.061 1.131 1.437
N: 1.479 -0.034 0.089
N: -0.597 0.490 0.582
C: 0.225 -0.236 -0.277
H: -0.360 -1.423 -1.827
H: -1.492 0.024 -0.104

Short version: model x is the most stable of them.